DFT (ωB97M-V with the def2-TZVPD basis set) results for a structure of composition C25H31CrN16S2Si.

Geometry (Å):
Cr: -0.11281 -0.53153 0.11378
N: -1.88010 -2.04340 2.71341
C: -0.51327 -1.92712 2.88509
N: 0.11613 -2.28299 3.99099
N: 1.40851 -1.98694 3.73642
N: 1.53312 -1.47576 2.56146
N: 0.31539 -1.43237 1.97292
C: -2.58385 -1.18300 1.90157
N: -3.87420 -0.94099 2.05922
N: -4.16742 -0.07108 1.06918
N: -3.12370 0.18880 0.36461
N: -2.07110 -0.51139 0.86853
H: -2.38261 -2.37822 3.51760
C: -0.53896 5.08941 0.16203
C: 0.11340 4.06583 -0.73392
C: 1.27034 4.37137 -1.44019
C: 1.84075 3.36809 -2.21452
C: 1.25034 2.12405 -2.25367
C: 0.08152 1.87825 -1.50279
N: -0.46815 2.86967 -0.77377
N: -0.52119 0.63124 -1.50758
Si: -1.37539 0.31627 -2.96754
C: -2.64563 -1.04524 -2.90580
C: -2.29594 1.89478 -3.46146
C: -0.23892 -0.10165 -4.42519
H: -0.62620 6.05929 -0.33388
H: 0.04983 5.22992 1.07273
H: -1.52725 4.73566 0.45012
H: 1.71248 5.35868 -1.37236
H: 2.75459 3.55300 -2.76962
H: 1.68631 1.30605 -2.81082
H: -3.37861 -0.85542 -2.12272
H: -2.18104 -2.01268 -2.72156
H: -3.16919 -1.06281 -3.86849
H: -2.90436 2.22561 -2.61585
H: -2.95105 1.72287 -4.32167
H: -1.60289 2.70246 -3.71559
H: 0.44309 -0.90469 -4.13386
H: 0.35586 0.75872 -4.74281
H: -0.83449 -0.43516 -5.28250
N: 2.27658 -1.33553 -2.36403
C: 2.68239 -0.60175 -1.38818
N: 1.94504 -0.19923 -0.32184
C: 2.62884 0.68916 0.47646
C: 3.91008 0.96327 0.16291
S: 4.34615 0.08113 -1.26914
C: 1.84126 1.34764 1.51604
C: 2.25618 2.07792 2.57433
S: 0.88680 2.71568 3.41112
C: -0.16382 1.92723 2.27556
N: 0.47287 1.23713 1.37997
N: -1.51123 2.15563 2.27581
H: 0.57780 -2.25093 -1.40725
H: 3.02253 -1.52580 -3.02309
H: 4.56492 1.67486 0.63554
H: 3.26215 2.23373 2.92218
H: -1.98280 2.02989 3.15752
H: -1.98662 1.72062 1.49006
C: -2.79630 -3.63454 -0.31693
C: -1.48116 -4.18549 0.15908
C: -1.49436 -5.40312 0.82909
C: -0.32379 -6.02989 1.22455
C: 0.88049 -5.40915 0.93802
C: 0.93331 -4.18162 0.28731
C: 2.28283 -3.57060 0.02631
C: -0.25656 -3.52947 -0.11520
N: -0.24058 -2.30775 -0.79688
H: -3.57765 -3.80024 0.42805
H: -3.10599 -4.12261 -1.24696
H: -2.72718 -2.57727 -0.52690
H: -2.45452 -5.86966 1.03232
H: -0.34951 -6.97969 1.74722
H: 1.81428 -5.86857 1.24951
H: 2.98491 -3.87126 0.80628
H: 2.23210 -2.48577 0.02745
H: 2.68375 -3.88234 -0.94320

Calculated values
E_HOMO (alpha / beta) ... -0.069 / -0.072 Eh
2S+1 ... 4
ΔE to the lowest compared entry with this formula, charge and spin ... 0.000 eV
Total charge ... -2
Frontier orbital gap (alpha / beta) ... 5.9 / 6.0 eV

DFT (ωB97M-V with the def2-TZVPD basis set) results for a structure of composition C25H31F16InNO7 at a distorted geometry.

Geometry (Å):
N: 7.48952 1.80389 -0.11327
C: 6.13677 2.15054 -0.64809
C: 6.13158 3.55522 -1.47461
O: 5.49589 4.59968 -0.68837
C: 5.59609 3.42013 -2.97638
In: 3.36021 3.54555 -3.23010
C: 2.30402 4.95563 -1.82620
C: 3.00158 6.39257 -1.63766
C: 1.80792 7.47953 -1.37428
C: 2.05870 8.31058 0.00233
O: 3.13943 9.28093 -0.10464
C: 4.32385 8.74503 0.47347
O: 5.34997 8.72918 -0.25346
O: 2.37223 1.65951 -3.13076
C: 2.11414 1.41498 -1.78026
O: 3.04605 0.89238 -1.07962
C: 0.77556 1.77301 -1.00644
C: 0.49776 0.96700 0.31411
C: -0.74204 1.23940 1.19287
C: -1.75546 2.33970 0.77495
C: -1.51451 3.11007 -0.54633
C: -0.27103 2.82825 -1.41808
H: 8.25096 2.07557 -0.74649
H: 7.59310 2.22841 0.81790
H: 5.83706 1.33169 -1.40614
H: 5.41151 2.20282 0.22837
H: 7.25294 3.85016 -1.55388
H: 6.20091 5.16522 -0.30150
H: 6.08013 4.21700 -3.63760
H: 5.95182 2.38458 -3.35482
H: 3.05871 4.14590 -4.91801
H: 2.08425 4.50594 -0.78877
H: 1.25959 5.15998 -2.28783
H: 3.56554 6.34424 -0.62934
H: 3.67134 6.71907 -2.49964
H: 0.78684 6.97130 -1.22348
H: 1.72815 8.23250 -2.22814
H: 1.08636 8.91400 0.16487
H: 2.15457 7.61963 0.91407
H: 4.38128 8.30413 1.52909
H: 1.23700 0.15498 0.63511
H: -0.89981 0.63058 2.15457
H: -2.65813 2.56802 1.44024
H: -2.28166 3.91364 -0.82707
H: -0.11598 3.42337 -2.39046
C: -3.23581 -3.77129 4.39075
C: -2.51955 -2.41199 4.24253
C: -3.32590 -1.17555 4.64352
F: -4.44471 -1.01824 3.91185
F: -2.58769 -0.05275 4.45316
F: -2.05016 -2.29948 2.97779
F: -1.41516 -2.45945 5.04734
O: -3.83845 -4.32798 3.21350
C: -5.13727 -3.88465 2.87434
C: -5.17648 -3.10912 1.55128
F: -4.35692 -2.03815 1.57148
F: -6.42559 -2.63934 1.30445
F: -5.65746 -3.19335 3.90806
F: -5.89211 -5.00260 2.75932
H: -2.45598 -4.49314 4.65045
H: -3.92090 -3.78873 5.24253
H: -3.60622 -1.21265 5.70028
H: -4.87693 -3.74448 0.71859
C: -2.85377 -8.44690 -2.39079
C: -3.66019 -9.36852 -1.45067
C: -5.11266 -8.96405 -1.19136
F: -5.22629 -7.75398 -0.61256
F: -5.70224 -9.84620 -0.34384
F: -2.97913 -9.51542 -0.28907
F: -3.67705 -10.60612 -2.03187
O: -2.00625 -7.46302 -1.78020
C: -2.60222 -6.24266 -1.38930
C: -2.58352 -6.03285 0.12926
F: -3.20443 -7.03533 0.78432
F: -3.23014 -4.88842 0.46437
F: -3.83799 -6.15622 -1.92004
F: -1.87650 -5.26888 -1.98223
H: -2.15438 -9.09942 -2.92144
H: -3.47512 -8.01209 -3.17814
H: -5.69142 -8.95951 -2.11953
H: -1.55812 -5.97293 0.50164

Calculated values
E_HOMO ... -0.180 Eh
Total charge ... -1
Frontier orbital gap ... 6.6 eV

Which of these has the highest total charge? C25H31F16InNO7

What is the total charge in the second record? -1

The highest total charge belongs to which entry? C25H31F16InNO7